No. 1
C36H46BrN4NaO3SSbSi3 | wB97M-V/def2-TZVPD

As for the LUMO energy (spin up / spin down): 1.5 / 1.5 eV. Its largest force on an atom is 3.98 eV Å⁻¹. As for the charge: -1. The spin multiplicity is 1. The relative energy (zero: lowest compared OMol25 entry of this formula, charge and spin) is 22.00 kJ/mol.

CARTESIAN COORDINATES (ANGSTROEM)
Sb: 12.168368 19.481979 17.428306
Br: 13.398957 27.303515 4.873893
S: 10.619989 15.209544 13.037513
Si: 14.600681 20.214838 18.410300
Si: 12.077733 16.868216 17.561792
Si: 10.484707 20.720141 18.848991
Na: 12.138128 16.436656 10.856441
O: 13.588865 9.072440 12.787724
O: 12.706102 9.182619 14.844956
O: 13.813262 16.734584 9.205763
N: 13.560943 18.289972 11.639558
N: 14.784766 21.897118 8.508503
N: 10.686097 18.029513 9.998383
N: 14.164090 22.912745 8.915627
C: 11.708109 12.871140 11.970966
C: 8.478871 19.773750 10.152656
C: 8.732313 18.986249 9.009210
C: 15.898007 18.982776 17.710900
C: 9.967712 22.144073 17.751600
C: 11.226756 12.950210 14.311488
C: 13.181291 16.164921 16.244618
C: 9.819409 18.140239 9.005164
C: 14.587900 20.206681 12.683491
C: 13.596676 25.934073 6.119317
C: 14.019144 23.948804 7.978140
C: 14.280325 17.905717 9.331304
C: 13.828241 19.049890 12.726584
C: 15.648859 19.671681 8.145430
C: 13.065221 24.944405 8.279358
C: 14.768499 23.836843 6.776931
C: 12.329719 11.018597 13.417408
C: 14.598327 24.931815 5.935534
C: 9.342544 19.563243 11.254088
C: 15.187370 21.987229 18.047311
C: 15.236058 18.383646 8.314644
C: 14.735966 20.907200 11.431759
C: 12.186549 11.552659 12.162877
C: 11.574723 21.412566 20.283261
C: 11.794951 11.756021 14.497162
C: 12.806061 25.924139 7.325282
C: 10.313429 18.604296 11.148187
C: 12.803659 9.657684 13.735318
C: 14.541740 20.152244 10.291536
C: 14.593124 19.914131 20.258887
C: 11.227365 13.596024 13.054858
C: 10.304446 16.389441 17.237897
C: 9.182464 19.725063 19.726487
C: 12.699030 16.428768 19.338026
C: 14.108603 18.763919 10.435162
C: 14.993808 20.662240 8.958892
H: 12.075180 20.746789 21.002766
H: 11.059144 22.234869 20.833159
H: 15.505769 17.512100 7.703609
H: 13.441256 18.696791 13.646803
H: 12.354858 24.733917 9.113283
H: 15.611378 23.148419 6.630824
H: 9.217201 20.204273 12.105707
H: 11.573771 13.261501 10.965773
H: 13.702927 9.501308 11.875222
H: 16.315494 21.935183 18.280773
H: 16.192390 19.957749 7.248292
H: 15.614768 18.715251 16.653951
H: 11.850322 16.133997 19.982998
H: 8.193689 19.914751 19.298413
H: 10.769132 22.858970 17.670228
H: 11.935505 11.348925 15.483422
H: 14.888125 22.284049 17.073263
H: 16.831842 19.480325 17.599694
H: 9.819483 21.752277 16.681219
H: 13.092246 16.445805 15.167304
H: 12.025808 26.671077 7.470931
H: 8.168770 19.106080 8.068460
H: 9.333794 18.657331 19.853146
H: 14.170594 18.922326 20.613465
H: 7.832002 20.644430 10.238901
H: 8.988148 22.543699 18.066099
H: 13.057039 17.359786 19.794524
H: 15.085973 20.574161 13.560638
H: 9.510749 17.163502 17.458399
H: 13.106019 15.055106 16.363859
H: 10.276113 16.015682 16.208189
H: 15.183031 21.906170 11.403619
H: 10.029333 15.546914 17.873723
H: 15.185468 25.070694 5.031325
H: 12.417304 10.940381 11.275420
H: 9.962968 17.526803 8.161693
H: 10.879558 18.351376 12.058421
H: 13.448331 15.636195 19.240120
H: 12.382150 21.985428 19.867740
H: 10.885552 13.540376 15.168685
H: 9.264047 20.105775 20.767255
H: 14.789838 22.742566 18.748059
H: 14.242572 16.475531 16.459482
H: 15.615907 19.911807 20.529589
H: 16.121003 18.144432 18.432763
H: 14.006489 20.595319 20.795527

Forces on the atoms, in the same order (eV/Å):
Sb 1.1 0.0 -0.9
Br -0.1 0.4 -0.4
S 0.1 0.6 -0.7
Si -1.0 -1.1 -0.1
Si -0.1 1.3 0.8
Si 2.0 -0.3 1.0
Na 0.3 -0.3 0.2
O 0.4 -0.6 -1.5
O 0.0 -0.5 -1.1
O -0.1 1.1 0.7
N 1.4 1.6 -1.0
N 1.6 0.1 -2.7
N -1.1 -0.9 1.0
N -1.1 -0.8 2.5
C -0.1 -1.2 -0.2
C 1.9 -0.2 0.1
C -1.2 1.3 0.1
C -1.0 -0.3 -0.2
C -1.3 -1.3 -1.5
C -0.1 1.6 0.5
C 1.5 -0.2 -0.3
C -0.1 0.6 0.3
C 0.0 1.8 -2.1
C 0.1 -1.7 2.7
C 0.8 -1.8 -0.2
C 1.0 -1.8 -2.4
C 0.1 -1.0 -1.9
C -2.1 0.4 -0.3
C -0.5 -0.9 -0.8
C -0.2 2.7 0.5
C -1.1 -0.3 0.7
C -1.0 0.9 -0.9
C -1.7 0.4 -1.4
C 1.0 -0.6 2.1
C -0.3 -1.6 0.5
C 0.3 -1.3 2.7
C 0.0 0.7 -1.2
C -0.6 1.0 0.2
C 1.0 -1.3 0.1
C 1.1 0.0 -1.4
C 1.4 0.3 0.8
C 1.1 1.4 0.2
C -0.3 -1.3 -1.5
C -0.8 -2.1 -0.4
C -0.3 0.3 0.5
C -0.8 0.2 0.4
C -0.4 0.4 0.6
C -0.8 0.2 -0.6
C -0.9 2.5 3.0
C -0.2 -0.2 2.2
H -0.8 -0.1 -0.3
H -0.1 -0.7 0.0
H 0.3 0.7 -0.1
H -0.2 -0.5 0.9
H 1.0 0.5 -0.5
H -0.9 0.1 0.2
H 0.1 -0.2 0.5
H 0.2 0.0 0.1
H -0.8 -0.3 2.4
H -1.5 0.3 -0.9
H 0.1 0.1 0.2
H 0.2 -0.4 1.2
H 0.4 -0.3 -0.4
H 0.0 -0.1 0.3
H 0.1 0.5 0.2
H -0.2 -0.2 0.2
H 0.4 0.3 -1.1
H 0.9 0.7 0.0
H 0.2 0.4 1.5
H -0.7 -0.3 0.9
H 0.2 -0.2 -0.1
H 0.1 -0.2 0.7
H 0.2 -0.1 -0.5
H 0.6 0.9 -0.9
H -0.4 -0.5 -0.5
H 0.6 0.4 -0.1
H 0.4 -0.5 -0.2
H -0.4 0.4 0.4
H 1.0 -0.6 -0.6
H 0.2 0.7 -0.4
H -0.4 0.3 0.0
H -0.3 -0.4 -0.1
H 0.1 -0.2 0.1
H 0.1 -0.3 0.1
H 0.0 0.4 0.3
H 0.6 -0.5 -1.1
H 0.1 0.2 -0.6
H 0.0 0.2 0.5
H 0.7 0.2 -0.7
H 0.0 -0.3 -0.3
H -0.5 0.0 -0.5
H 0.0 -0.4 -0.2
H -0.8 -0.5 0.2
H 1.2 0.3 0.8
H -0.7 0.5 -1.1
H -0.3 1.4 0.8

No. 2
C36H46HgN3O21S2 | wB97M-V/def2-TZVPD

As for the LUMO energy: -9.9 eV. Its largest force on an atom is 5.98 eV Å⁻¹. As for the charge: +1. The spin multiplicity is 1.

CARTESIAN COORDINATES (ANGSTROEM)
Hg: -11.963710 -25.135420 -7.884550
S: -16.377870 -29.633960 -0.372470
S: 1.561410 -30.246980 -7.459400
O: -4.621120 -26.143860 5.304380
O: -12.116700 -16.918700 0.504480
O: 2.925900 -30.012580 -6.568140
O: 0.680750 -29.482470 -6.290780
O: -15.265040 -32.731090 -7.743540
O: -6.266140 -26.485390 3.980350
O: 1.515230 -29.394310 -8.666830
O: -16.602160 -30.373710 -1.615770
O: 1.739650 -24.251480 -0.123420
O: -17.324140 -29.739840 0.722510
O: -14.822470 -29.775510 0.290530
O: 1.141570 -31.618350 -7.641130
O: -6.886250 -33.223300 -0.519700
O: -8.193780 -26.486440 -4.466120
O: -6.610830 -21.162150 -12.658360
O: -6.100810 -33.492860 -2.472490
O: 2.213390 -23.300130 -2.070940
O: -7.277560 -22.707230 -11.309500
O: -16.153670 -28.075300 -0.714530
O: -14.018420 -30.874700 -7.279280
O: -12.740220 -18.967170 0.257610
N: -5.964490 -33.238090 -1.286760
N: -5.763780 -25.960710 4.930710
N: -11.862470 -18.108100 0.345010
C: -7.883780 -19.629240 0.610150
C: -3.083100 -33.253300 1.146250
C: -0.067280 -23.233740 -1.082980
C: -6.363230 -22.214700 -11.902420
C: -8.122110 -18.314660 1.084430
C: -8.876790 -20.454660 0.146780
C: -5.934640 -27.309280 -4.577900
C: 2.763920 -28.868830 -5.690850
C: -13.181960 -33.064350 -6.690280
C: -10.451150 -18.651960 0.440210
C: -6.332420 -22.705680 6.626770
C: -15.037770 -34.123490 -7.767030
C: -6.459870 -24.834670 5.557450
C: -10.159790 -19.959220 0.032310
C: 1.389120 -23.588510 -1.156320
C: -2.197760 -33.043510 -1.094260
C: -14.272940 -32.100370 -7.169680
C: -5.743550 -23.768440 6.053380
C: -4.557600 -33.170400 -0.700360
C: -2.004820 -32.980050 0.264500
C: -3.460620 -33.062190 -1.630200
C: -9.428110 -17.813190 0.955690
C: -14.067460 -28.737730 -0.112720
C: -15.038560 -27.586630 -0.049340
C: -7.877560 -24.777600 5.604760
C: -8.489700 -23.671330 6.175900
C: -4.405770 -33.265870 0.689720
C: -13.985100 -34.324820 -6.798770
C: -7.680260 -22.642840 6.705170
C: -5.535460 -20.696310 -13.380050
C: -0.591860 -24.166070 -0.029480
C: -4.900660 -22.611520 -11.955170
C: -7.288600 -27.440910 -3.987550
C: -4.369080 -21.282060 -12.521720
C: 0.706050 -24.637170 0.695410
C: 1.368850 -28.351110 -5.780280
H: -4.671310 -23.716820 5.934890
H: -14.725850 -34.350440 -8.786490
H: -1.342840 -23.808140 0.674820
H: -1.010380 -32.921330 0.681690
H: -15.336620 -27.279530 0.953130
H: -14.674340 -26.694310 -0.558480
H: -15.965800 -34.630300 -7.502450
H: -5.544790 -26.317790 -4.347520
H: -5.503100 -21.195060 -14.348710
H: -12.301460 -33.183810 -7.321590
H: -5.755920 -21.832500 6.894360
H: -1.047100 -25.009270 -0.548960
H: -4.183370 -20.576560 -11.711860
H: -7.292410 -17.678770 1.355820
H: -0.409420 -23.503540 -2.082100
H: 0.863640 -25.712150 0.607730
H: -7.648530 -28.414580 -4.320010
H: -4.447070 -22.996570 -11.041880
H: -5.258770 -33.273420 1.352100
H: -8.127750 -21.848410 7.283990
H: -13.696680 -28.962380 -1.112800
H: -13.231490 -28.527750 0.554490
H: -3.404660 -21.474910 -12.991630
H: -9.604590 -16.775600 1.197880
H: -4.857170 -23.369470 -12.737290
H: -5.333310 -19.631820 -13.498810
H: -14.393360 -34.616870 -5.831240
H: -5.931400 -27.362660 -5.666580
H: -8.685240 -21.433240 -0.268040
H: -13.414560 -35.215460 -7.062100
H: 1.128870 -27.494860 -6.410630
H: 0.845960 -24.245730 1.703030
H: -0.093840 -22.167840 -0.856600
H: -12.816250 -32.895500 -5.677430
H: -5.162320 -28.012070 -4.265310
H: -10.937880 -20.531500 -0.450890
H: -2.897730 -33.358270 2.205030
H: -6.867950 -19.994230 0.574450
H: -8.484120 -25.636630 5.358660
H: -7.146880 -27.568350 -2.914340
H: 0.996840 -28.111330 -4.784180
H: -3.474330 -33.113680 -2.708880
H: -1.392900 -33.074490 -1.813750
H: -9.563470 -23.729930 6.275810
H: 3.330670 -28.087500 -6.197210
H: 3.176460 -29.023420 -4.693840

Forces on the atoms, in the same order (eV/Å):
Hg 0.1 -0.1 0.1
S -0.9 -0.4 0.3
S -1.0 2.0 -1.2
O 0.0 -0.5 0.3
O 1.2 -1.1 -0.4
O -1.0 -0.9 -0.6
O -1.3 -1.4 -0.9
O -1.2 1.5 0.1
O -1.0 -1.0 -0.7
O 0.7 -1.6 2.8
O 1.0 1.5 2.6
O 2.9 0.0 0.8
O 1.7 -0.2 -1.7
O -3.1 -3.2 0.4
O 1.1 1.9 1.2
O -0.6 0.6 1.0
O 1.8 -3.0 1.5
O -2.0 1.7 -0.4
O 0.7 0.7 0.0
O -3.0 -0.8 2.9
O -0.1 -0.6 0.5
O -1.5 -1.0 -1.1
O -1.8 -3.1 0.6
O 0.9 0.5 -0.4
N 1.0 -1.4 -0.3
N 1.3 1.7 0.3
N -0.9 -0.5 1.0
C 0.9 0.9 0.8
C 0.3 1.1 -0.6
C 0.4 0.1 -0.8
C -0.4 -1.1 1.3
C -1.1 -1.1 -1.4
C -0.5 0.3 -0.5
C 1.5 0.4 -1.7
C 2.0 1.6 -1.7
C -0.7 -0.9 0.3
C 1.0 0.9 0.3
C -0.1 1.6 0.1
C -1.2 -0.2 -1.3
C -2.1 0.4 0.4
C -1.2 0.9 0.0
C 2.8 2.4 -4.7
C 0.1 0.6 -0.5
C 3.9 4.2 -1.3
C 2.1 -1.4 -1.1
C 0.3 0.4 -1.6
C -0.7 -1.5 1.5
C -1.4 -0.8 1.5
C 0.0 -0.6 -0.2
C 1.4 2.2 -0.4
C 1.1 1.5 -0.1
C 1.1 -0.3 0.3
C 1.0 -0.2 0.3
C 0.8 0.3 -1.4
C 1.6 -3.0 2.3
C -2.5 -0.4 0.4
C 3.7 -1.7 -0.1
C -0.2 -0.8 0.7
C -0.7 1.2 -1.0
C -0.2 3.6 -0.5
C 1.2 -0.2 0.2
C -1.4 -1.2 0.1
C -1.4 -0.7 0.4
H 0.1 -0.5 0.0
H -0.2 -0.2 -0.1
H 0.2 0.3 -0.2
H 0.1 0.0 0.0
H 0.3 -0.3 0.3
H -0.1 -0.1 -0.2
H 0.0 0.0 -0.3
H -0.1 0.2 0.1
H -0.3 0.3 -0.3
H -0.2 0.9 -0.4
H 0.2 -0.2 0.4
H 0.0 -0.2 0.2
H 0.0 0.0 0.2
H -0.1 0.0 0.2
H -0.5 0.7 0.1
H -0.9 -0.3 1.1
H -1.1 -1.1 -0.5
H -0.4 0.2 -0.1
H 0.0 -0.3 -0.1
H -0.2 0.2 -0.3
H 0.2 0.6 -0.3
H 0.0 -0.5 0.2
H -0.1 0.4 -0.5
H -0.4 0.0 0.1
H 0.2 -0.2 0.0
H -1.1 0.1 0.3
H -0.3 0.3 0.1
H -0.1 0.0 -0.1
H 0.2 -0.1 0.2
H 0.3 0.1 -0.1
H 0.7 0.0 -0.2
H 0.0 -0.1 -0.1
H -0.4 0.0 -0.2
H -0.3 0.3 -0.1
H -0.5 -0.4 0.4
H -0.1 -0.1 0.2
H 0.1 0.1 0.1
H 0.2 0.0 0.2
H 0.1 0.0 -0.4
H -1.3 0.1 0.7
H -0.3 -0.3 0.0
H -1.0 0.0 0.1
H 0.4 0.3 0.3
H 0.0 0.5 0.1
H 0.7 0.0 0.5
H -0.3 -0.6 -0.2